Computed, not measured: a single C9H2N4S molecule at a distorted geometry, with wB97M-V/def2-TZVPD.

The value obtained for the HOMO-LUMO gap is 0.290 hartree. As for the HOMO energy: -9.9068 eV. As for the energy relative to the best compared isomer or geometry (same formula, charge and spin): 72.6 kcal/mol. The value obtained for the max |F| is 4.14 eV/Å.

Last columns: bonded neighbours and bond lengths (Å).
Positions of all 16 atoms, in Å:
1 C -1.80 -0.21 -2.76  C7 1.404, N10 1.140
2 C -2.94 0.97 -0.87  C7 1.430, N11 1.142
3 C 1.58 1.46 -0.50  C8 1.517, N12 1.143
4 C 1.43 0.73 1.80  C8 1.424, N13 1.145
5 C -0.79 -0.03 -0.56  C6 1.272, C7 1.386
6 C 0.15 -0.46 0.18  C5 1.272, C8 1.484, S14 1.988
7 C -1.83 0.26 -1.43  C1 1.404, C2 1.430, C5 1.386
8 C 1.40 0.28 0.44  C3 1.517, C4 1.424, C6 1.484, H16 1.181
9 C 0.95 -2.64 2.21  S14 1.590, H15 1.160
10 N -1.78 -0.75 -3.76  C1 1.140
11 N -3.84 1.40 -0.32  C2 1.142
12 N 1.66 2.36 -1.20  C3 1.143
13 N 1.55 1.13 2.86  C4 1.145
14 S 0.01 -2.28 0.98  C6 1.988, C9 1.590
15 H 1.79 -2.03 2.73  C9 1.160
16 H 2.46 -0.20 0.22  C8 1.181

Here are the Löwdin charges for atoms 1 to 5, given in e:
1. C -0.186
2. C -0.180
3. C -0.170
4. C -0.227
5. C 0.049

Computed, not measured: a single C4H8O2S molecule at a distorted geometry, with wB97M-V/def2-TZVPD.

The value obtained for the HOMO-LUMO gap is 0.336 hartree. As for the HOMO energy: -8.4753 eV. As for the energy relative to the best compared isomer or geometry (same formula, charge and spin): 50.1 kcal/mol. The value obtained for the max |F| is 1.39 eV/Å. As for the SMILES: OC[C@@H]1[C@@H](O)[C@@H]1S.

Last columns: bonded neighbours and bond lengths (Å).
Positions of all 15 atoms, in Å:
1 C -0.10 1.51 0.47  C2 1.487, H6 1.097, H7 1.089, O13 1.403
2 C 0.30 0.10 0.74  C1 1.487, C3 1.485, C4 1.522, H8 1.085
3 C 0.65 -0.75 -0.43  C2 1.485, C4 1.514, H9 1.121, O14 1.425
4 C -0.47 -1.19 0.49  C2 1.522, C3 1.514, H11 1.107, S15 1.780
5 H -0.46 1.80 -1.49  O13 0.975
6 H 0.78 2.16 0.44  C1 1.097
7 H -0.67 1.88 1.32  C1 1.089
8 H 0.93 0.00 1.61  C2 1.085
9 H 0.43 -0.43 -1.48  C3 1.121
10 H 2.04 -2.02 -1.01  O14 0.966
11 H -0.24 -1.94 1.26  C4 1.107
12 H -2.07 -0.17 -0.88  S15 1.379
13 O -0.93 1.68 -0.65  C1 1.403, H5 0.975
14 O 1.95 -1.34 -0.33  C3 1.425, H10 0.966
15 S -2.16 -1.28 -0.07  C4 1.780, H12 1.379

Here are the Löwdin charges for atoms 1 to 5, given in e:
1. C -0.241
2. C -0.237
3. C -0.334
4. C -0.564
5. H 0.107

Computed, not measured: a single C7H13F3NO3P molecule at a distorted geometry, with wB97M-V/def2-TZVPD.

The value obtained for the HOMO-LUMO gap is 0.397 hartree. As for the HOMO energy: -10.0846 eV. As for the energy relative to the best compared isomer or geometry (same formula, charge and spin): 10.3 kcal/mol. The value obtained for the max |F| is 4.83 eV/Å. As for the SMILES: C=N[C@@H](C(F)(F)F)P(=O)(OCC)OCC.

Last columns: bonded neighbours and bond lengths (Å).
Positions of all 28 atoms, in Å:
1 C 2.08 -2.87 0.78  N8 1.248, H16 1.139, H17 1.069
2 C -0.94 3.73 -0.15  C4 1.557, H18 1.089, H19 1.074, H20 1.122
3 C -1.17 -2.95 -0.27  C5 1.501, H21 1.011, H22 1.108, H23 1.125
4 C 0.42 2.97 -0.26  C2 1.557, O10 1.472, H24 1.128, H25 1.119
5 C -1.35 -1.54 -0.73  C3 1.501, O11 1.464, H26 1.096, H27 1.090
6 C 2.11 -0.28 0.46  C7 1.476, N8 1.764, P15 1.829, H28 1.056
7 C 3.31 0.45 0.01  C6 1.476, F12 1.373, F13 1.312, F14 1.428
8 N 2.44 -1.96 0.01  C1 1.248, C6 1.764
9 O 0.59 0.31 -1.85  P15 1.463
10 O 0.29 1.67 0.43  C4 1.472, P15 1.632
11 O -0.58 -0.72 0.20  C5 1.464, P15 1.664
12 F 3.08 1.79 -0.13  C7 1.373
13 F 4.35 0.32 0.80  C7 1.312
14 F 3.72 0.02 -1.30  C7 1.428
15 P 0.60 0.29 -0.39  C6 1.829, O9 1.463, O10 1.632, O11 1.664
16 H 2.49 -3.90 0.52  C1 1.139
17 H 1.38 -2.98 1.58  C1 1.069
18 H -1.57 3.50 -1.01  C2 1.089
19 H -1.40 3.47 0.78  C2 1.074
20 H -0.92 4.84 -0.03  C2 1.122
21 H -0.41 -3.40 -0.77  C3 1.011
22 H -1.10 -3.05 0.83  C3 1.108
23 H -1.96 -3.69 -0.56  C3 1.125
24 H 1.26 3.50 0.27  C4 1.128
25 H 0.72 2.77 -1.32  C4 1.119
26 H -2.27 -0.96 -0.56  C5 1.096
27 H -0.84 -1.39 -1.68  C5 1.090
28 H 1.84 -0.30 1.48  C6 1.056

Here are the Löwdin charges for atoms 1 to 5, given in e:
1. C -0.104
2. C -0.069
3. C -0.082
4. C -0.237
5. C -0.225

Computed, not measured: a single C4H4S2 molecule at a distorted geometry, with wB97M-V/def2-TZVPD.

The value obtained for the HOMO-LUMO gap is 0.306 hartree. As for the HOMO energy: -8.9020 eV. As for the energy relative to the best compared isomer or geometry (same formula, charge and spin): 52.8 kcal/mol. The value obtained for the max |F| is 1.58 eV/Å. As for the SMILES: C#CCSC=S.

Last columns: bonded neighbours and bond lengths (Å).
Positions of all 10 atoms, in Å:
1 C -1.91 0.51 1.26  H5 1.096, S9 1.646, S10 1.763
2 C 0.57 -0.26 0.19  C3 1.452, H6 1.124, H7 1.101, S10 1.852
3 C 1.30 -0.29 -1.07  C2 1.452, C4 1.208
4 C 1.95 -0.33 -2.09  C3 1.208, H8 1.064
5 H -1.95 -0.58 1.39  C1 1.096
6 H 0.12 -1.28 0.28  C2 1.124
7 H 1.15 -0.02 1.09  C2 1.101
8 H 2.52 -0.33 -2.99  C4 1.064
9 S -2.96 1.57 1.95  C1 1.646
10 S -0.78 1.00 0.00  C1 1.763, C2 1.852

Here are the Löwdin charges for atoms 1 to 5, given in e:
1. C -1.050
2. C -0.474
3. C -0.248
4. C 0.121
5. H 0.014

Computed, not measured: a gas-phase ion, C4H9N2 (charge +1) at a distorted geometry, with wB97M-V/def2-TZVPD.

The value obtained for the HOMO-LUMO gap is 0.348 hartree. As for the HOMO energy: -13.2295 eV. As for the energy relative to the best compared isomer or geometry (same formula, charge and spin): 27.5 kcal/mol. The value obtained for the max |F| is 4.51 eV/Å. As for the SMILES: C/C=C/[NH+]=C/N. The total charge is +1.

Last columns: bonded neighbours and bond lengths (Å).
Positions of all 15 atoms, in Å:
1 C 2.10 0.39 -0.02  N5 1.317, N6 1.303, H7 1.085
2 C -3.08 -0.01 0.00  C3 1.607, H8 1.085, H9 1.081, H10 1.084
3 C -1.48 -0.18 -0.01  C2 1.607, C4 1.384, H11 1.091
4 C -0.29 0.53 0.02  C3 1.384, N6 1.390, H12 1.079
5 N 3.24 -0.25 0.00  C1 1.317, H13 1.007, H14 1.012
6 N 0.92 -0.16 0.01  C1 1.303, C4 1.390, H15 1.020
7 H 2.12 1.48 -0.08  C1 1.085
8 H -3.43 -0.26 -1.00  C2 1.085
9 H -3.45 -0.73 0.71  C2 1.081
10 H -3.38 1.00 0.27  C2 1.084
11 H -1.29 -1.25 -0.08  C3 1.091
12 H -0.23 1.60 0.08  C4 1.079
13 H 4.11 0.27 -0.02  N5 1.007
14 H 3.31 -1.26 0.07  N5 1.012
15 H 0.83 -1.18 0.04  N6 1.020

Here are the Löwdin charges for atoms 1 to 5, given in e:
1. C -0.117
2. C -0.036
3. C -0.046
4. C -0.107
5. N 0.193

Computed, not measured: 2 unconnected molecules or ions with the total composition C4H14N2O at a distorted geometry, with wB97M-V/def2-TZVPD.

The value obtained for the HOMO-LUMO gap (spin up / spin down) is 0.105 / 0.331 hartree. As for the HOMO energy (spin up / spin down): 1.2021 / -5.0450 eV. As for the energy relative to the best compared isomer or geometry (same formula, charge and spin): 33.6 kcal/mol. The value obtained for the max |F| is 2.83 eV/Å. As for the multiplicity: 2. The total charge is -1.

Last columns: bonded neighbours and bond lengths (Å).
Positions of all 21 atoms, in Å:
1 N -1.81 1.19 -1.63  C2 1.468, H7 1.011, H8 1.008
2 C -0.94 1.38 -0.46  N1 1.468, C3 1.543, H9 1.096, H10 1.092
3 C 0.44 0.71 -0.65  C2 1.543, N4 1.443, H11 1.086, H12 1.102
4 N 0.73 -0.44 0.17  C3 1.443, C5 1.457, C6 1.454
5 C 1.81 -1.24 -0.38  N4 1.457, H13 1.088, H14 1.093, H15 1.110
6 C 0.96 -0.24 1.60  N4 1.454, H16 1.083, H17 1.113, H18 1.086
7 H -2.31 0.32 -1.50  N1 1.011
8 H -2.38 2.01 -1.75  N1 1.008
9 H -0.74 2.43 -0.23  C2 1.096
10 H -1.50 1.12 0.45  C2 1.092
11 H 0.42 0.47 -1.71  C3 1.086
12 H 1.20 1.49 -0.54  C3 1.102
13 H 2.00 -1.42 -1.44  C5 1.088
14 H 1.78 -2.17 0.18  C5 1.093
15 H 2.82 -0.84 -0.14  C5 1.110
16 H 1.20 0.77 1.90  C6 1.083
17 H -0.04 -0.36 2.07  C6 1.113
18 H 1.46 -1.01 2.17  C6 1.086
19 H -2.22 -1.82 1.04  O21 0.968
20 H -0.98 -1.07 0.55  O21 0.987
21 O -1.91 -1.29 0.28  H19 0.968, H20 0.987

Here are the Löwdin charges for atoms 1 to 5, given in e:
1. N -0.021
2. C -0.340
3. C -0.248
4. N -0.308
5. C -0.217

- Look up the max |F| of the first one.
  4.14 eV/Å

- max |F| of number 6 (C4H14N2O)?
  2.83 eV/Å

- Among the records above, which one has the lowest max |F|?
  C4H8O2S